C3H4CsO5 | wB97M-V/def2-TZVPD

Each line ends with the natural charge from an NBO analysis.
Element x y z (Å)
C 1.074108 -0.270432 -2.123823  0.18
C 1.951716 -0.378927 -1.016200  0.21
O 2.534728 -1.437766 -0.669311  -0.64
O 0.169392 0.660716 -2.199509  -0.67
H 1.025859 -1.078975 -2.863614  0.16
H 2.068074 0.542458 -0.411661  0.13
H -0.365260 0.906650 -1.193000  0.58
O -3.023746 0.640163 1.632327  -0.71
C -1.706197 0.800680 1.374919  0.97
O -0.893763 0.172235 2.075063  -0.86
O -1.473944 1.425471 0.301483  -0.81
Cs 1.755862 -2.103736 2.651997  0.99
H -3.116826 0.121469 2.441328  0.47

Cartesian forces (eV/Å) of the 6 atoms listed first:
0.1276 -0.9623 0.6236
0.2109 -0.5118 0.5006
-0.2729 0.6247 -0.1020
-2.4791 1.2204 2.9238
0.1833 0.3828 0.0231
-0.1555 -0.1513 -0.0652

Computed properties:
relative energy (zero: lowest compared OMol25 entry of this formula, charge and spin) = 0.0 kJ/mol
Kohn-Sham gap (alpha / beta) = 6.87 / 7.17 eV
2S+1 = 2
charge = 0

=====

C19H39AlN8S2 | wB97M-V/def2-TZVPD

Each line ends with the natural charge from an NBO analysis.
Element x y z (Å)
Al 0.324462 0.357224 -0.387294  1.37
C 0.311948 2.026482 4.631364  -0.41
N -0.175692 1.165121 3.566709  -0.46
C -1.419043 0.460589 3.828042  -0.41
C 0.286852 1.297631 2.271240  0.73
N 0.661980 0.354610 1.459644  -0.75
C 0.761248 -1.024167 1.748712  0.08
C 1.111574 -1.503789 3.023398  -0.20
C 1.135680 -2.870707 3.308036  -0.19
C 0.818642 -3.784742 2.315540  -0.19
C 0.541181 -3.332179 1.024265  -0.23
C 0.585062 -1.964385 0.700336  0.17
N 0.371651 -1.503671 -0.618112  -0.79
C 0.763703 -2.088732 -1.710375  0.74
N 1.540751 -3.224441 -1.832594  -0.45
C 1.171043 -4.302967 -2.732704  -0.41
C 2.881030 -3.271455 -1.277315  -0.41
N 0.349864 -1.574905 -2.938799  -0.42
C -0.776684 -0.634642 -2.910447  -0.44
C 1.380368 -1.174778 -3.896566  -0.41
N 0.376184 2.624301 1.851609  -0.42
C -0.855799 3.412387 1.814873  -0.40
C 1.233394 2.885141 0.688525  -0.44
H 0.295729 1.494500 5.588801  0.23
H -0.301954 2.926260 4.731742  0.20
H 1.350006 2.328115 4.450609  0.23
H -1.316214 -0.177653 4.711755  0.22
H -1.723061 -0.171121 2.987712  0.21
H -2.226156 1.177345 4.013712  0.20
H 1.363969 -0.802513 3.810564  0.24
H 1.386991 -3.210378 4.309235  0.24
H 0.801267 -4.849318 2.531680  0.24
H 0.296841 -4.056352 0.255120  0.23
H 0.086466 -4.338458 -2.885944  0.22
H 1.466368 -5.270000 -2.311169  0.23
H 1.658314 -4.192863 -3.705951  0.20
H 3.107687 -2.393851 -0.663811  0.23
H 3.620092 -3.307416 -2.084968  0.21
H 3.007055 -4.165496 -0.658093  0.21
H -1.611244 -1.043142 -2.329589  0.21
H -1.151688 -0.455438 -3.923990  0.23
H -0.476988 0.326943 -2.478928  0.17
H 2.133926 -1.952773 -4.046659  0.23
H 1.890269 -0.268026 -3.553818  0.20
H 0.934273 -0.972217 -4.876421  0.22
H -1.408221 3.362652 2.757084  0.23
H -1.513862 3.058018 1.014052  0.16
H -0.629836 4.469214 1.635494  0.23
H 2.217586 2.421042 0.817742  0.24
H 1.401494 3.961103 0.570673  0.23
H 0.776362 2.504836 -0.231992  0.17
N 0.035279 3.192164 -4.231802  -0.75
C -0.280223 3.288870 -2.926853  0.36
N -0.818494 4.466081 -2.557913  -0.75
S -0.025795 2.055346 -1.858304  -0.21
H -0.117191 3.940768 -4.889731  0.42
H 0.444217 2.331248 -4.573787  0.43
H -0.976827 5.223358 -3.204435  0.42
H -1.078218 4.603100 -1.588832  0.42
C -3.040413 -1.164580 0.054960  -0.71
S -1.913860 0.249747 0.021595  0.23
C -3.105713 1.552753 0.411748  -0.70
H -3.494226 -1.266746 1.044089  0.25
H -2.480035 -2.076788 -0.166200  0.26
H -3.822857 -1.046018 -0.699095  0.25
H -3.886667 1.595630 -0.351817  0.25
H -2.590509 2.516607 0.436424  0.22
H -3.557251 1.374939 1.391222  0.25
H 1.893912 0.432584 -0.673996  -0.36

Cartesian forces (eV/Å) of the 6 atoms listed first:
2.6269 -0.5583 0.0403
0.1536 0.5367 0.0269
0.1687 -0.5851 -0.9769
0.0135 -0.4954 0.2001
-0.3596 2.0031 1.5820
-0.6296 -0.2760 -0.0228

Computed properties:
Kohn-Sham gap = 7.96 eV
2S+1 = 1
charge = +2

=====

C6H36O13 | wB97M-V/def2-TZVPD

Each line ends with the natural charge from an NBO analysis.
Element x y z (Å)
C 0.471395 0.196961 -1.713447  -0.09
O 1.676843 -0.531859 -1.810924  -0.78
C 0.112640 0.526872 -0.262785  -0.46
C -0.611129 -0.493805 0.597011  -0.43
C -1.803617 -0.065542 1.427580  0.04
C -2.915383 -0.804692 1.228958  -0.42
C -1.450649 0.847017 2.525472  -0.69
H 0.365827 1.090723 -2.414067  0.19
H -0.298512 -0.614769 -1.972188  0.19
H 2.114801 -0.630686 -2.664317  0.50
H -0.652532 1.325650 -0.335359  0.22
H 0.986669 0.838577 0.298512  0.22
H 0.116415 -0.876613 1.363770  0.21
H -0.824274 -1.459321 0.007332  0.20
H -3.006688 -1.495576 0.384530  0.19
H -3.883625 -0.663424 1.657344  0.19
H -1.265515 1.909528 2.208246  0.28
H -2.154900 0.824942 3.385617  0.22
H -0.523819 0.595844 2.994163  0.20
H 2.812733 0.728739 1.821616  0.53
H 4.017592 -0.264441 1.589901  0.49
O 3.103387 -0.167075 1.398170  -1.00
H -3.249021 -3.708075 -2.442845  0.47
H -2.164112 -2.873354 -3.232330  0.51
O -3.095412 -2.902480 -2.912924  -1.00
H 3.337098 1.012349 0.245645  0.49
H 2.503079 0.932246 -1.079823  0.49
O 3.064007 1.484406 -0.520342  -0.98
H -0.087972 4.424255 2.279380  0.47
H 0.448532 3.591768 1.170461  0.49
O -0.163758 3.488320 1.930077  -0.99
H 2.519694 -1.626162 0.705327  0.52
H 2.243513 -2.272553 -0.689725  0.50
O 2.033723 -2.415008 0.276612  -1.02
H 2.243810 3.161412 1.821829  0.51
H 1.856293 2.247578 2.957658  0.49
O 2.449597 2.334298 2.222599  -0.97
H -1.762938 3.883822 -2.365768  0.47
H -1.999021 4.027785 -0.882899  0.48
O -1.443051 4.390462 -1.591599  -0.95
H 0.113824 -3.226564 -2.926465  0.48
H -0.805576 -4.017632 -1.899943  0.51
O -0.716613 -3.685590 -2.806428  -0.97
H -4.016715 0.154115 -2.050161  0.46
H -3.977265 -1.151048 -2.900895  0.50
O -4.279855 -0.209982 -2.887672  -0.98
H 2.037057 2.779742 -0.237154  0.51
H 1.237892 4.054645 -0.611043  0.50
O 1.664034 3.610093 0.103571  -1.00
H 0.976633 -2.700770 1.883244  0.48
H 1.112122 -1.215113 2.285328  0.46
O 0.821248 -2.070584 2.549948  -0.93
H 0.739404 -3.545203 -0.061530  0.49
H -0.349821 -4.382733 0.309392  0.46
O 0.321899 -4.391498 -0.356655  -0.96

Cartesian forces (eV/Å) of the 6 atoms listed first:
-2.8899 -1.6536 -0.9107
1.7678 -0.0405 0.4762
-0.8898 1.1186 -0.0885
1.1409 -2.7097 0.0742
-0.1667 -2.2050 -1.0890
0.1328 0.8999 -0.8081

Computed properties:
relative energy (zero: lowest compared OMol25 entry of this formula, charge and spin) = 380.8 kJ/mol
Kohn-Sham gap = 8.94 eV
2S+1 = 1
charge = 0

=====

H2P2S4 | wB97M-V/def2-TZVPD

Each line ends with the natural charge from an NBO analysis.
Element x y z (Å)
P -4.142918 -0.720329 -0.190587  0.52
P -2.530596 1.875292 -0.163034  0.60
S 0.758901 1.180049 0.461669  -0.28
S -2.866496 0.466071 -1.601828  -0.32
S -3.539091 0.958869 1.343932  -0.34
S -3.122883 -2.330632 0.149358  -0.50
H 0.555968 0.706945 1.715294  0.17
H 0.760339 0.090598 -0.257532  0.15

Cartesian forces (eV/Å) of the 6 atoms listed first:
-0.1174 -0.4370 0.0736
-0.8595 -0.9909 0.0932
0.0056 1.5253 0.6505
0.5545 0.7337 0.1605
0.7131 0.4190 -0.3868
-0.2014 0.2879 0.0649

Computed properties:
relative energy (zero: lowest compared OMol25 entry of this formula, charge and spin) = 99.2 kJ/mol
Kohn-Sham gap = 6.42 eV
2S+1 = 1
charge = 0